# 1
Computed, not measured: C2ClF2N in the gas phase in a non-equilibrium geometry, with ωB97M-V/def2-TZVPD.

For the molar mass, the calculation gives 111.48 Da. Its HOMO energy is -12.072 eV. The calculation puts the energy above the lowest of the compared OMol25 structures with the same formula, charge and spin at 15.1 kcal/mol. Its energy is -790.842102 Eh. The orbital gap comes out at 0.4623 Eh. The largest force on an atom is 4.721 eV Å⁻¹. As for the spin multiplicity: 1. As for the SMILES: N#CC(F)(F)Cl.

Last column: Mulliken charge in e.
Positions of all 6 atoms, in Å:
C  0.013  -0.418  -0.315  0.86
C  0.240  0.830  0.498  -0.07
N  0.347  1.435  1.495  -0.35
F  -0.034  -1.413  0.523  -0.15
F  1.003  -0.367  -1.194  -0.17
Cl  -1.569  -0.067  -1.006  -0.12

# 2
Computed, not measured: a gas-phase ion, C5H12N (charge +1) in a non-equilibrium geometry, with ωB97M-V/def2-TZVPD.

For the molar mass, the calculation gives 86.16 Da. Its charge is +1. Its HOMO energy is -16.035 eV. The calculation puts the energy above the lowest of the compared OMol25 structures with the same formula, charge and spin at 5.7 kcal/mol. Its energy is -252.221972 Eh. The orbital gap comes out at 0.4683 Eh. The largest force on an atom is 1.526 eV Å⁻¹. As for the spin multiplicity: 1. As for the SMILES: C[C@H]1CCC[NH2+]1.

Last column: Mulliken charge in e.
Positions of all 18 atoms, in Å:
C  -0.496  -1.790  -1.060  -1.46
C  -0.346  -0.280  -0.781  0.16
N  1.129  0.103  -0.436  -0.20
C  1.005  1.148  0.655  -0.50
C  -0.192  0.694  1.417  -0.60
C  -1.230  0.295  0.339  -0.63
H  0.313  -2.037  -1.752  0.44
H  -0.452  -2.394  -0.155  0.38
H  -1.450  -1.907  -1.551  0.39
H  -0.481  0.227  -1.744  0.29
H  1.657  -0.754  -0.267  0.37
H  1.572  0.514  -1.255  0.34
H  0.750  2.067  0.096  0.30
H  1.898  1.299  1.244  0.39
H  -0.623  1.459  2.064  0.36
H  0.047  -0.148  2.076  0.30
H  -1.973  -0.378  0.778  0.36
H  -1.771  1.131  -0.090  0.33

# 3
Computed, not measured: a molecular structure, C6H10O2 in a non-equilibrium geometry, with ωB97M-V/def2-TZVPD.

For the molar mass, the calculation gives 114.14 Da. Its HOMO energy is -9.733 eV. The calculation puts the energy above the lowest of the compared OMol25 structures with the same formula, charge and spin at 122.2 kcal/mol. Its energy is -384.907609 Eh. The orbital gap comes out at 0.3863 Eh. The largest force on an atom is 9.013 eV Å⁻¹. As for the spin multiplicity: 1.

Last column: Mulliken charge in e.
Positions of all 18 atoms, in Å:
C  0.578  1.866  -0.114  -1.10
C  0.486  0.518  -0.639  0.60
C  -0.974  0.014  -0.407  -0.40
C  -1.116  -1.316  -0.090  -0.43
C  -1.696  -0.474  0.976  -0.63
C  1.594  -0.408  0.087  0.17
H  -0.359  1.850  0.922  0.23
H  1.704  2.498  0.342  0.24
H  -0.036  2.679  -0.740  0.31
H  0.686  0.427  -1.685  0.41
H  -1.613  0.647  -1.279  0.27
H  -1.821  -2.091  -0.615  0.24
H  -0.224  -2.023  0.256  0.14
H  -1.032  -0.544  1.713  0.37
H  -2.723  -0.034  1.048  0.27
H  2.601  -1.788  -0.252  0.35
O  1.618  -1.606  -0.599  -0.44
O  2.327  -0.216  1.075  -0.58